DFT (ωB97M-V/def2-TZVPD) results for the ion C17H36Cl2N3O10P4S with charge +1 in a non-equilibrium geometry.

Last column: Löwdin charge in e.
Cartesian coordinates (Å):
C  4.6243  3.3892  3.1112  -0.06
C  3.3748  3.7318  2.3091  -0.26
O  2.2510  2.9331  2.6426  -0.14
C  2.2726  1.6532  2.0838  -0.20
C  1.4187  1.6245  0.8065  -0.13
O  0.6469  0.4143  0.8500  -0.19
C  -0.1885  0.0374  -0.1990  -0.46
C  -0.3168  0.9683  -1.3857  -0.13
C  -1.0142  2.3345  -1.2059  -0.18
C  -0.1091  3.5553  -1.5095  -0.14
C  -0.4138  4.7665  -0.6313  -0.18
O  0.7183  5.0387  0.2216  -0.04
C  0.4256  5.8755  1.2491  -0.29
O  1.0812  5.9122  2.2846  0.08
C  0.3673  -1.3182  -0.6997  -0.35
P  2.1349  -1.1094  -1.3390  0.68
O  2.3956  -2.5580  -2.0066  -0.33
Cl  3.1924  -1.3285  0.4276  0.34
N  -0.5815  -1.9558  -1.5738  -0.11
C  -0.2930  -2.2999  -2.9143  -0.21
O  0.1094  -1.1214  -3.6426  -0.13
N  0.8767  -1.5454  -4.7947  0.00
O  1.6689  -0.7579  -5.0673  0.11
C  -1.8278  -2.3339  -0.9877  -0.31
C  -1.5800  -3.5998  -0.1015  -0.20
O  -0.4110  -4.2285  -0.5921  -0.15
C  -0.2103  -5.5025  0.0126  -0.24
C  1.2630  -5.6986  0.3526  -0.05
C  -2.5011  -1.1560  -0.2192  -0.57
P  -3.8199  -1.9369  0.9114  0.36
S  -5.0527  -3.0973  -0.0165  0.25
P  -3.5175  0.0089  -1.4063  0.61
O  -4.7103  0.4717  -0.4037  -0.38
Cl  -4.4415  -1.1783  -2.7608  0.34
N  -1.5334  -0.2129  0.4938  -0.09
P  -1.3040  -0.5071  2.2719  0.79
O  -0.5438  -1.7201  2.5496  -0.32
H  5.4950  3.5717  2.4880  0.08
H  4.7170  3.9766  4.0136  0.08
H  4.6526  2.3312  3.3524  0.07
H  3.0852  4.7496  2.5317  0.10
H  3.5806  3.6831  1.2391  0.12
H  3.2941  1.3858  1.8242  0.10
H  1.8857  0.9262  2.7916  0.13
H  0.7529  2.4761  0.8955  0.12
H  2.0592  1.7022  -0.0641  0.12
H  0.6506  1.1260  -1.8459  0.11
H  -0.8883  0.4321  -2.1330  0.08
H  -1.4271  2.4917  -0.2051  0.10
H  -1.8541  2.4139  -1.8841  0.09
H  -0.2873  3.8748  -2.5280  0.12
H  0.9310  3.3045  -1.3516  0.11
H  -0.6182  5.6484  -1.2321  0.13
H  -1.2932  4.6085  -0.0101  0.12
H  -0.4191  6.5630  1.0910  0.15
H  0.4498  -1.9293  0.2084  0.11
H  2.8788  -3.1600  -1.4308  0.05
H  0.4522  -3.0808  -3.0002  0.11
H  -1.1887  -2.6990  -3.3854  0.14
H  -2.5314  -2.6516  -1.7451  0.09
H  -1.4122  -3.3580  0.9495  0.09
H  -2.4035  -4.3006  -0.1918  0.10
H  -0.5544  -6.2924  -0.6511  0.12
H  -0.7835  -5.5969  0.9320  0.12
H  1.7099  -4.7208  0.4982  0.06
H  1.7886  -6.2192  -0.4383  0.07
H  1.3412  -6.2733  1.2667  0.08
H  -4.4875  -0.8773  1.5372  -0.02
H  -3.1554  -2.6040  1.9543  0.00
H  -5.5531  0.0560  -0.6308  0.05
H  -1.9797  0.7228  0.4797  0.12
H  -2.6180  -0.4826  2.7656  0.02
H  -0.7210  0.6526  2.7879  0.06

Cartesian forces (eV/Å) of the 6 atoms listed first:
0.052 -0.259 -0.567
0.346 0.385 0.336
-0.367 -0.050 0.294
0.297 0.196 -0.480
-0.136 0.355 1.015
-0.200 0.033 -0.226

Output
LUMO (eV): -2.98
HOMO level (eV): -11.82
SMILES string: CCOCCO[C@@]1(CCCCOC=O)[C@H](P(O)Cl)N(CON=O)[C@@H](COCC)[C@]([PH2]=S)(P(O)Cl)[N@H+]1[PH2]=O
Frontier orbital gap (eV): 8.83
Net charge: +1

=====

DFT (ωB97M-V/def2-TZVPD) results for a structure of composition C17H36CrF19FeN14O47S9 in a non-equilibrium geometry.

Last column: Löwdin charge in e.
Cartesian coordinates (Å):
Fe  -3.0062  0.7592  2.6057  1.07
Cr  1.8180  -0.9341  1.7801  0.77
C  -5.3196  4.2495  0.9542  -0.62
F  -5.8409  5.3900  1.4751  0.11
F  -5.9853  3.7787  -0.0889  0.15
F  -4.0794  4.5262  0.5592  0.13
S  -5.2338  2.9744  2.3807  0.58
O  -6.3755  2.0478  2.3147  -0.31
O  -4.0709  2.1726  1.9746  -0.38
O  -5.0050  3.5897  3.6529  -0.25
C  3.1007  -4.3005  4.8565  -0.66
F  3.0305  -4.7984  6.0697  0.12
F  4.3114  -4.4532  4.3003  0.12
F  2.1323  -4.9256  4.1548  0.10
S  2.8545  -2.4507  5.1122  0.61
O  1.7051  -2.2676  6.0672  -0.33
O  4.1373  -1.8655  5.6535  -0.33
O  2.6432  -2.0179  3.7043  -0.40
C  1.9507  3.0317  4.4759  -0.64
F  2.5800  3.3310  3.3500  0.12
F  2.5773  3.6000  5.5366  0.12
F  0.6683  3.1881  4.4109  0.16
S  2.2414  1.1107  4.5485  0.62
O  2.0211  0.6091  3.1620  -0.42
O  3.6483  0.8467  4.9703  -0.32
O  1.2408  0.5502  5.4749  -0.31
C  -1.7123  -3.6263  3.4790  -0.61
F  -3.0243  -3.6668  3.6356  0.15
F  -1.1251  -4.2465  4.4824  0.17
F  -1.3371  -4.1974  2.2968  0.10
S  -1.0234  -1.8489  3.4940  0.65
O  0.1779  -1.8635  2.6200  -0.36
O  -2.0176  -0.8441  3.0485  -0.37
O  -0.6544  -1.5752  4.8316  -0.22
C  -2.1630  3.1196  6.0420  -0.71
F  -2.1081  4.0964  5.2303  0.19
F  -1.1796  3.2491  6.8664  0.20
F  -3.3193  3.1704  6.7239  0.13
S  -2.0631  1.4066  5.1665  0.66
O  -1.4468  1.5931  3.8186  -0.33
O  -1.3771  0.5898  6.1351  -0.21
O  -3.3426  1.0177  4.6052  -0.34
N  0.5609  -0.1398  0.3611  -0.32
S  0.3654  -0.3784  -1.2297  0.55
O  1.2124  0.3018  -2.2217  -0.26
O  -0.9977  -0.7962  -1.6331  -0.29
F  1.1262  -1.7586  -1.0706  -0.19
S  -0.2613  1.3485  0.3264  0.70
O  -1.3917  1.3129  1.2436  -0.31
O  -0.2465  2.3240  -0.7930  -0.24
F  0.9377  2.0362  1.2569  -0.20
N  3.8465  -0.6386  1.4251  -0.33
S  4.4876  0.5519  0.5912  0.55
O  5.3785  0.2599  -0.5665  -0.31
O  4.8936  1.7052  1.4256  -0.26
F  3.0682  0.9580  -0.1207  -0.22
S  5.3663  -0.9671  2.2128  0.64
O  5.3875  -0.4292  3.5527  -0.23
O  6.6157  -0.9580  1.4209  -0.28
F  5.1307  -2.5552  2.5050  -0.19
C  -4.1660  2.6333  -3.7520  0.03
N  -3.3051  2.0934  -2.6730  -0.38
O  -3.6651  1.9384  -1.5296  0.08
O  -2.2411  1.6498  -3.1348  0.04
H  -4.9374  1.9342  -4.0751  0.09
H  -3.6060  2.8024  -4.6717  0.09
H  -4.6163  3.6103  -3.5765  0.09
C  -2.8341  -0.9197  -5.9515  0.03
N  -3.0040  -1.3744  -4.5931  -0.41
O  -3.9958  -0.9335  -4.0040  0.03
O  -2.2183  -2.1463  -4.1117  0.11
H  -3.4140  -1.5241  -6.6490  0.10
H  -1.8132  -1.0935  -6.2915  0.09
H  -3.0693  0.1030  -6.2460  0.10
C  -0.7310  -5.9169  -4.4991  0.05
N  -0.6545  -5.2073  -5.7838  -0.48
O  -1.6403  -5.1463  -6.4079  0.08
O  0.4147  -4.7537  -6.1636  0.06
H  -0.5304  -6.9760  -4.6610  0.10
H  -1.7691  -5.7834  -4.1946  0.10
H  -0.0836  -5.5883  -3.6861  0.10
C  2.6210  4.9847  0.6634  0.04
N  3.7433  4.8982  -0.3385  -0.43
O  4.7306  4.2301  -0.0777  0.06
O  3.6248  5.5450  -1.3443  0.05
H  1.9258  4.1502  0.5711  0.07
H  2.1194  5.9266  0.4414  0.08
H  3.0379  5.0241  1.6698  0.09
C  0.4378  1.6862  -5.2514  0.05
N  0.2671  3.1446  -4.7654  -0.43
O  1.0677  3.5228  -3.9731  0.09
O  -0.5349  3.8478  -5.3579  0.02
H  1.5047  1.4777  -5.3313  0.07
H  0.0362  1.6727  -6.2646  0.07
H  -0.1506  1.0404  -4.5996  0.08
C  1.8684  -6.0316  1.2220  0.05
N  1.6110  -4.6858  0.5543  -0.34
O  1.2043  -4.6533  -0.6386  0.02
O  1.7571  -3.6834  1.2653  0.04
H  1.1788  -6.3570  2.0010  0.09
H  2.8517  -5.9552  1.6861  0.08
H  1.9469  -6.7389  0.3964  0.09
C  4.5389  2.5328  -2.9991  0.01
N  4.7917  1.5287  -3.9514  -0.44
O  5.9267  1.2034  -4.0633  0.09
O  3.8822  0.9502  -4.6084  0.02
H  5.1183  2.5803  -2.0770  0.10
H  3.4697  2.4998  -2.7897  0.10
H  4.5976  3.4562  -3.5752  0.11
C  -7.0432  -1.0288  3.4738  0.08
N  -5.7883  -1.0516  2.6742  -0.31
O  -4.9644  -0.1333  2.9298  -0.04
O  -5.5878  -1.8572  1.7926  0.11
H  -7.6282  -0.1784  3.1235  0.10
H  -6.6847  -0.9251  4.4979  0.12
H  -7.5627  -1.9666  3.2771  0.10
C  -1.7489  6.4753  2.2213  0.07
N  -1.1128  5.1425  1.8943  -0.39
O  -0.0977  5.1032  1.2386  0.06
O  -1.5573  4.1797  2.5194  0.06
H  -2.7509  6.2180  1.8780  0.08
H  -1.2744  7.1288  1.4893  0.09
H  -1.6758  6.8266  3.2506  0.10
C  -4.0970  -1.3489  -1.1809  0.06
N  -3.4607  -1.2658  0.1382  -0.35
O  -3.4191  -0.1783  0.7545  -0.06
O  -3.0878  -2.2482  0.7041  0.12
H  -3.3617  -1.8339  -1.8229  0.08
H  -4.3272  -0.3459  -1.5401  0.08
H  -4.9799  -1.9741  -1.0474  0.11
C  1.2881  -2.2310  -8.4698  0.05
N  1.2191  -0.8690  -7.8215  -0.41
O  1.6912  -0.7517  -6.6987  0.08
O  0.5870  0.0324  -8.4311  0.01
H  0.2159  -2.4251  -8.4964  0.10
H  1.7823  -2.8310  -7.7056  0.08
H  1.8678  -2.2502  -9.3926  0.10
C  5.7008  -3.3329  -0.6237  0.03
N  5.9872  -4.4630  0.2257  -0.43
O  7.1678  -4.8233  0.3354  0.05
O  5.0531  -5.0568  0.7525  0.04
H  5.1464  -2.7242  0.0906  0.07
H  5.0784  -3.6237  -1.4700  0.11
H  6.6230  -2.8798  -0.9876  0.11

Cartesian forces (eV/Å) of the 6 atoms listed first:
2.226 -0.363 0.817
0.702 -1.134 3.190
0.701 -0.210 1.425
-0.185 -0.802 -0.895
-0.336 0.483 0.427
-0.074 0.086 -0.040

Output
LUMO (alpha / beta) (eV): 2.11 / 1.60
HOMO level (alpha / beta) (eV): -3.49 / -3.51
Multiplicity: 10
Frontier orbital gap (alpha / beta) (eV): 5.60 / 5.11
Net charge: -2

=====

What is the formula in the first record?
C17H36Cl2N3O10P4S

=====

The highest net charge belongs to which entry?
C17H36Cl2N3O10P4S

=====

Which value of net charge does entry 1 give?
+1

=====

Look up the net charge of the first one.
+1